No. 1
Here is a cluster of 2 separate species, CH3O3PS in total from the OMol25 dataset. Energies are from ωB97M-V with the def2-TZVPD basis set.

Output
- HOMO level: -9.64 eV
- HOMO-LUMO gap: 0.3418 Ha
- SMILES: O=S1#[PH]O1.C=O

Last column: natural (NBO) charge in e.
Atoms and positions in Å:
1 O 1.645 1.846 1.556  -0.8904
2 S 1.927 1.039 2.679  1.2317
3 P 0.932 -0.925 2.605  0.6965
4 O 0.398 0.404 3.433  -0.9454
5 H 1.696 -1.697 3.616  -0.0901
6 C -0.552 1.095 -0.193  0.2582
7 O 0.212 0.187 -0.483  -0.5047
8 H -1.188 1.059 0.741  0.1227
9 H -0.260 2.207 -0.512  0.1215

Forces on atoms 1 to 6 (eV/Å):
O -0.5 1.6 -2.1
S -0.9 -2.7 2.9
P 0.5 -0.2 0.0
O 1.2 0.7 -0.3
H -0.3 0.8 -0.4
C 3.3 1.2 1.2



No. 2
Here is a cluster of 2 separate species, CH3O3PS in total from the OMol25 dataset. Energies are from ωB97M-V with the def2-TZVPD basis set.

Output
- HOMO level: -9.01 eV
- HOMO-LUMO gap: 0.2670 Ha

Last column: natural (NBO) charge in e.
Atoms and positions in Å:
1 C 1.111 -0.473 0.985  -1.0491
2 O -1.280 0.801 -0.184  -0.8697
3 O -2.022 2.427 -1.855  -0.7943
4 O -0.184 -1.598 -1.079  -1.0683
5 P -0.429 -1.336 0.347  1.3601
6 S -1.432 1.145 -1.590  1.7052
7 H 0.829 0.373 1.605  0.2384
8 H 1.656 -1.187 1.605  0.2395
9 H 1.752 -0.153 0.166  0.2383

Forces on atoms 1 to 6 (eV/Å):
C -0.5 -0.3 -0.2
O -0.2 0.7 -0.7
O 0.3 -0.6 0.0
O 0.1 -0.4 -0.9
P 0.7 0.1 0.9
S -0.2 0.5 0.7



No. 3
Here is a cluster of 2 separate species, CH3O3S in total from the OMol25 dataset. Energies are from ωB97M-V with the def2-TZVPD basis set.

Output
- HOMO level (spin up / spin down): -4.95 / -3.31 eV
- Charge: -1
- HOMO-LUMO gap (spin up / spin down): 0.3203 / 0.2265 Ha

Last column: natural (NBO) charge in e.
Atoms and positions in Å:
1 C 2.339 0.062 0.094  -0.4885
2 O -2.610 -1.274 -0.636  -0.9946
3 O -2.502 0.137 1.403  -0.9938
4 O -2.216 1.167 -0.833  -0.9943
5 S -2.085 -0.048 -0.003  1.9956
6 H 2.664 -0.803 0.632  0.1514
7 H 1.332 0.091 -0.266  0.1780
8 H 3.078 0.667 -0.391  0.1461

Forces on atoms 1 to 6 (eV/Å):
C 0.0 -0.2 -0.3
O 0.0 0.1 0.1
O 0.0 0.0 -0.2
O 0.0 -0.1 0.1
S 0.1 0.0 0.1
H 0.1 -0.2 0.3



No. 4
Here is a cluster of 2 separate species, CH3O3Si in total from the OMol25 dataset. Energies are from ωB97M-V with the def2-TZVPD basis set.

Output
- HOMO level (spin up / spin down): -4.10 / -4.10 eV
- Charge: -1
- HOMO-LUMO gap (spin up / spin down): 0.2656 / 0.2655 Ha

Last column: natural (NBO) charge in e.
Atoms and positions in Å:
1 C -0.162 2.445 -1.017  0.4642
2 O -1.047 3.119 -1.372  -0.6279
3 O 1.076 2.645 -1.026  -0.6993
4 O -1.580 -1.436 1.037  -1.1972
5 Si 0.291 0.910 -0.145  1.0086
6 H -2.042 -1.054 0.255  0.3953
7 H 0.772 1.258 1.160  -0.1792
8 H 1.253 0.321 -1.091  -0.1646

Forces on atoms 1 to 6 (eV/Å):
C 0.6 -0.1 0.1
O -3.5 1.9 -1.2
O 1.4 -0.6 0.6
O 0.6 1.5 -1.4
Si 0.7 -0.9 -0.1
H 0.2 -0.5 0.7



No. 5
Here is a cluster of 2 separate species, CH3O4P in total from the OMol25 dataset. Energies are from ωB97M-V with the def2-TZVPD basis set.

Output
- HOMO level: 1.94 eV
- Charge: -2
- HOMO-LUMO gap: 0.2013 Ha

Last column: natural (NBO) charge in e.
Atoms and positions in Å:
1 C 1.283 -0.217 -0.626  -0.6145
2 O -1.166 2.045 0.758  -1.1958
3 O -2.338 0.463 -0.965  -1.1954
4 O -1.517 -0.418 1.277  -1.2058
5 O 1.278 -1.238 0.428  -0.8707
6 P -1.476 0.667 0.250  2.4040
7 H 1.237 -0.784 -1.564  0.0913
8 H 2.213 0.359 -0.457  0.0845
9 H 0.486 -0.878 0.899  0.5023

Forces on atoms 1 to 6 (eV/Å):
C -0.8 0.0 0.6
O 0.0 0.0 -0.4
O 0.4 0.3 0.0
O 0.6 -0.6 0.3
O -1.1 0.6 0.9
P -0.1 0.4 -0.3



No. 6
Here is a structure of composition CH3O4P from the OMol25 dataset. Energies are from ωB97M-V with the def2-TZVPD basis set.

Output
- HOMO level: -9.29 eV
- HOMO-LUMO gap: 0.3286 Ha

Last column: natural (NBO) charge in e.
Atoms and positions in Å:
1 C -0.112 0.110 0.023  -0.2638
2 O -4.455 0.322 0.483  -0.0167
3 O -3.865 -1.002 0.271  -0.5379
4 O -3.496 1.185 -0.060  -0.5036
5 O -1.360 -0.513 0.308  -0.8114
6 P -2.607 -0.398 -0.699  1.5417
7 H -0.061 0.905 0.882  0.2054
8 H -0.003 0.626 -1.002  0.1918
9 H 0.631 -0.583 0.196  0.1946

Forces on atoms 1 to 6 (eV/Å):
C -1.1 3.8 0.8
O -1.4 -0.9 0.9
O 1.1 1.0 -0.8
O 2.3 -2.1 -1.6
O -1.2 -0.3 -0.7
P -1.4 2.1 1.6



No. 7
Here is a structure of composition CH3O4P from the OMol25 dataset. Energies are from ωB97M-V with the def2-TZVPD basis set.

Output
- HOMO level: -9.74 eV
- HOMO-LUMO gap: 0.3692 Ha

Last column: natural (NBO) charge in e.
Atoms and positions in Å:
1 C 0.548 0.909 1.455  0.6928
2 O 1.209 -0.100 1.679  -0.6704
3 O 0.696 -2.148 -1.039  -1.0157
4 O 1.067 2.151 1.339  -0.6420
5 O 0.314 0.277 -0.805  -1.0944
6 P 1.295 -0.744 -0.472  1.5691
7 H -0.561 1.006 1.343  0.1625
8 H 1.140 -2.980 -0.808  0.5079
9 H 2.039 1.940 1.323  0.4903

Forces on atoms 1 to 6 (eV/Å):
C -0.9 1.2 0.6
O -0.7 1.4 0.7
O -0.4 -0.2 0.2
O 1.2 -2.0 0.2
O -0.9 0.6 -0.7
P 1.4 -1.7 -1.3



No. 8
Here is an isolated molecule of CH3PS from the OMol25 dataset. Energies are from ωB97M-V with the def2-TZVPD basis set.

Output
- HOMO level: -8.84 eV
- HOMO-LUMO gap: 0.2775 Ha
- SMILES: CP=S

Last column: natural (NBO) charge in e.
Atoms and positions in Å:
1 C 0.573 -0.058 -0.022  -0.9880
2 P -1.140 -0.784 0.350  0.6529
3 S -2.424 0.609 -0.139  -0.3767
4 H 0.561 0.925 -0.186  0.2246
5 H 1.307 -0.130 0.858  0.2404
6 H 1.122 -0.561 -0.861  0.2468

Forces on the atoms, in the same order (eV/Å):
C 1.4 -4.0 1.5
P 0.2 1.2 -0.5
S 0.9 -0.9 0.3
H -0.5 4.0 -1.1
H -1.2 -0.5 -0.8
H -0.8 0.2 0.6



Per-record ΔE to the lowest compared entry with this formula, charge and spin, kJ/mol: 367.0 147.0 272.8 413.5 143.8 726.6 135.8 0.0
Per-record strongest force on any atom, eV Å⁻¹: 4.06 1.13 0.42 4.18 1.56 4.06 2.57 4.48